Molecular formula: C58H120F6N4O25
Method: DFT, wB97M-V/def2-TZVPD

Computed properties:
Calculated total energy (eV): -135523.780
HOMO energy (eV): -9.341
Net charge: 0
Orbital gap (eV): 9.43

Cartesian coordinates (Å):
C: 3.18641 3.02859 5.06341
C: 3.08533 2.34575 6.28065
N: 3.01366 1.75040 7.26305
H: 2.70933 2.40510 4.30726
H: 4.15861 3.47511 4.85475
H: 2.56081 3.91838 5.13421
C: 2.61162 -2.58634 -3.81810
C: 2.91680 -3.97170 -4.23407
N: 3.18957 -5.05323 -4.58785
H: 2.38517 -2.59559 -2.75192
H: 1.64585 -2.33067 -4.25400
H: 3.39604 -1.90359 -4.14465
C: 1.02896 4.96588 -2.93403
C: 0.11872 4.97142 -4.07575
N: -0.62303 4.86227 -4.96147
H: 2.02270 5.16665 -3.33436
H: 1.09987 3.96343 -2.51191
H: 0.81074 5.75169 -2.21085
C: 0.24779 2.13590 2.51658
C: 0.68359 3.45439 2.96087
N: 0.99812 4.51487 3.34973
H: -0.14434 2.03950 1.50414
H: -0.26892 1.44899 3.18685
H: 1.21139 1.63917 2.40320
C: -3.67471 1.79454 0.55688
O: -2.37122 1.52451 -0.07576
C: -2.29137 0.13216 -0.38660
C: -0.98514 0.00492 -1.18572
O: 0.14253 0.52296 -0.41564
C: 1.36113 0.50531 -1.06760
C: 2.47769 0.69770 0.12364
O: 2.43338 2.07233 0.23238
C: 3.64105 2.58986 0.78983
H: -3.72252 2.78724 1.00449
H: -3.92943 1.13769 1.38861
H: -4.45899 1.80451 -0.20002
H: -3.20589 -0.10579 -0.92987
H: -2.28398 -0.39432 0.56779
H: -1.05565 0.50486 -2.15174
H: -0.88870 -1.07543 -1.29367
H: 1.22304 1.34362 -1.75044
H: 1.35647 -0.38628 -1.69461
H: 3.33858 0.21074 -0.33444
H: 2.19981 0.14631 1.02189
H: 3.92018 2.31263 1.80636
H: 3.62634 3.67265 0.91412
H: 4.53747 2.29910 0.24212
C: 1.11261 0.45460 -4.68653
O: 2.38672 0.56371 -4.07802
C: 3.35515 1.40947 -4.77305
C: 3.76938 2.50480 -3.80138
O: 4.26662 2.08884 -2.50846
C: 5.53751 1.44013 -2.39271
C: 6.71492 2.41393 -2.17117
O: 6.74120 3.48503 -3.12199
C: 7.49737 4.60385 -2.65716
H: 1.27740 -0.15857 -5.57251
H: 0.91670 1.48632 -4.97854
H: 0.28586 -0.10781 -4.25262
H: 2.91995 1.71997 -5.72294
H: 4.28472 0.93457 -5.08684
H: 2.93459 3.18685 -3.64003
H: 4.45742 3.06003 -4.43888
H: 5.68205 0.84422 -3.29386
H: 5.63727 0.73356 -1.56875
H: 7.69291 1.95805 -2.01686
H: 6.48574 2.67594 -1.13825
H: 7.05943 4.99679 -1.73961
H: 7.35984 5.36444 -3.42573
H: 8.55557 4.57958 -2.39694
C: -3.18318 -4.79493 -4.05634
O: -1.86279 -4.38428 -4.32958
C: -1.15269 -4.14156 -3.06647
C: -0.64126 -5.41267 -2.37092
O: 0.23488 -6.23585 -3.15953
C: 0.40691 -7.55753 -2.66528
C: 1.42292 -8.25592 -3.50536
O: 1.81778 -9.51004 -2.85419
C: 1.85296 -10.57606 -3.82513
H: -3.63365 -4.19052 -3.26902
H: -3.30296 -5.84790 -3.80140
H: -3.79493 -4.63280 -4.94379
H: -1.62858 -3.43309 -2.38846
H: -0.21922 -3.68405 -3.39421
H: -1.48247 -6.02038 -2.03752
H: 0.01992 -5.14094 -1.54806
H: -0.49479 -8.16914 -2.69669
H: 0.67881 -7.62844 -1.61212
H: 2.31525 -7.69307 -3.77935
H: 0.94658 -8.33652 -4.48245
H: 0.83465 -10.74362 -4.17595
H: 2.32270 -11.53339 -3.59935
H: 2.32630 -10.39891 -4.79088
C: 1.60288 -3.08105 0.18245
O: 3.01788 -2.80936 -0.01424
C: 3.65905 -3.94377 -0.38789
C: 5.12371 -3.73113 -0.22068
O: 5.74451 -3.05472 -1.31115
C: 7.15508 -2.69558 -1.10622
C: 8.11408 -3.83871 -1.15175
O: 8.16492 -4.55174 -2.36155
C: 6.90427 -5.13103 -2.81191
H: 1.19584 -2.30308 0.82833
H: 1.40249 -4.03626 0.66777
H: 0.97121 -3.00655 -0.70273
H: 3.34932 -4.35011 -1.35072
H: 3.42798 -4.76932 0.28530
H: 5.69226 -4.64549 -0.05101
H: 5.04840 -3.14063 0.69241
H: 7.29234 -2.12954 -0.18488
H: 7.38665 -1.95415 -1.87092
H: 8.11766 -4.46447 -0.25928
H: 9.05246 -3.29015 -1.07041
H: 6.94354 -5.86254 -3.61904
H: 6.30995 -4.27797 -3.13928
H: 6.38216 -5.48729 -1.92389
C: -5.23068 -0.88405 3.18175
O: -6.01765 -0.31716 2.11694
C: -6.71039 -1.34178 1.42088
C: -7.63718 -0.84946 0.29747
O: -8.44590 -1.86662 -0.16229
C: -9.39376 -1.47671 -1.17208
C: -10.65879 -0.81280 -0.48126
O: -11.33665 -1.46698 0.58378
C: -10.90209 -1.27314 1.91179
H: -5.79333 -1.01094 4.10663
H: -4.35457 -0.29559 3.45426
H: -4.96537 -1.91418 2.94396
H: -7.44009 -1.85327 2.04859
H: -5.97633 -2.02090 0.98723
H: -6.95864 -0.72153 -0.54593
H: -8.30590 -0.07140 0.66563
H: -9.82539 -2.33311 -1.69013
H: -8.84100 -0.85789 -1.87892
H: -11.34819 -0.59045 -1.29574
H: -10.56566 0.22120 -0.14920
H: -11.63369 -1.83766 2.48988
H: -11.17341 -0.23024 2.07567
H: -9.85605 -1.56264 2.01223
C: 6.75133 -0.07963 1.46195
O: 7.72874 0.75949 0.88512
C: 8.64718 1.23501 1.95103
C: 10.03876 1.58953 1.52387
O: 9.89708 2.61818 0.59773
C: 11.08773 2.95036 0.00063
C: 11.91427 1.99506 -0.92983
O: 12.92603 1.32152 -0.15637
C: 13.67454 0.41992 -0.97249
H: 7.11635 -0.87664 2.10974
H: 5.97267 -0.46890 0.80600
H: 6.07863 0.41868 2.15999
H: 8.84213 0.44538 2.67669
H: 8.04754 1.94300 2.52310
H: 10.46950 0.67681 1.11215
H: 10.72338 1.69342 2.36566
H: 11.75393 3.32430 0.77809
H: 10.88725 3.86524 -0.55695
H: 12.40193 2.63920 -1.66151
H: 11.26028 1.31297 -1.47312
H: 13.05259 -0.42660 -1.26350
H: 14.42086 -0.09853 -0.37057
H: 14.19258 0.85842 -1.82539
C: -7.33997 2.94168 0.74249
O: -8.01572 3.78779 1.60769
C: -8.70534 3.09203 2.64785
C: -9.98797 3.70718 3.13188
O: -10.98776 3.75974 2.17943
C: -12.39786 4.11192 2.61857
C: -13.30099 2.90192 2.38661
O: -14.17524 3.03730 1.28546
C: -14.61819 1.82900 0.76842
H: -6.53614 2.41725 1.25913
H: -6.95238 3.61954 -0.01803
H: -8.09105 2.31267 0.26466
H: -8.08798 2.77975 3.49013
H: -9.01797 2.15308 2.19097
H: -9.68776 4.70079 3.46463
H: -10.37161 3.21527 4.02572
H: -12.79200 5.00160 2.12743
H: -12.49773 4.31591 3.68464
H: -13.94257 2.84399 3.26588
H: -12.68436 2.00372 2.35352
H: -13.78666 1.28087 0.32547
H: -15.39136 2.16944 0.07964
H: -15.13636 1.13582 1.43107
C: 0.45097 -2.22694 3.93367
C: -0.73004 -1.73647 3.06614
O: -1.90208 -2.58133 3.10677
C: -1.93673 -3.78897 2.49540
O: -1.04167 -4.23203 1.73054
C: -3.24828 -4.61700 2.69510
F: -2.95922 -5.79511 3.17338
F: -4.08868 -4.06211 3.54733
F: -3.86864 -4.82679 1.51476
H: 1.21262 -1.49145 4.19258
H: 0.97166 -3.05286 3.44907
H: 0.19070 -2.70337 4.87885
H: -0.33004 -1.60990 2.06012
H: -1.03879 -0.75663 3.43041
C: -1.49142 7.27734 5.62619
C: -2.80129 7.41360 4.93093
O: -2.48307 7.01220 3.55048
C: -3.58727 7.03968 2.69395
O: -4.77021 7.14213 3.04152
C: -3.17834 6.58620 1.26937
F: -4.24685 6.75244 0.46430
F: -2.16790 7.33804 0.93590
F: -2.81173 5.35009 1.28333
H: -1.63064 7.83145 6.55446
H: -0.65367 7.69406 5.06707
H: -1.41357 6.19291 5.70395
H: -3.13932 8.44853 4.87828
H: -3.52465 6.67578 5.27800

Here are the Mulliken charges for atoms 1 to 99, given in e:
1. C -0.25
2. C 0.29
3. N -0.43
4. H -0.24
5. H 0.34
6. H 0.25
7. C 0.36
8. C 0.00
9. N -0.61
10. H -0.46
11. H 0.26
12. H 0.36
13. C -0.02
14. C 0.28
15. N -0.45
16. H 0.26
17. H -0.38
18. H 0.43
19. C 0.33
20. C 0.09
21. N -0.60
22. H 0.10
23. H 0.38
24. H -0.24
25. C -0.84
26. O -0.23
27. C -0.52
28. C -0.56
29. O 0.62
30. C 0.18
31. C -0.49
32. O 0.00
33. C -0.59
34. H 0.32
35. H 0.20
36. H 0.39
37. H 0.59
38. H 0.00
39. H 0.29
40. H 0.11
41. H -0.26
42. H -0.17
43. H 0.04
44. H 0.27
45. H 0.17
46. H 0.40
47. H -0.10
48. C -1.12
49. O 0.25
50. C -1.07
51. C 0.17
52. O 0.19
53. C -0.41
54. C -0.52
55. O -0.37
56. C -0.78
57. H 0.33
58. H 0.54
59. H 0.14
60. H 0.63
61. H 0.26
62. H -0.57
63. H 0.40
64. H 0.40
65. H 0.06
66. H 0.55
67. H 0.16
68. H 0.34
69. H 0.31
70. H 0.22
71. C -0.74
72. O -0.44
73. C 0.20
74. C -0.23
75. O -0.28
76. C -0.51
77. C -0.41
78. O -0.34
79. C -0.84
80. H 0.29
81. H 0.24
82. H 0.31
83. H 0.37
84. H -0.25
85. H 0.51
86. H -0.04
87. H 0.24
88. H 0.31
89. H 0.31
90. H 0.31
91. H 0.35
92. H 0.30
93. H 0.32
94. C 0.66
95. O 0.03
96. C -0.75
97. C -0.70
98. O -0.08
99. C 0.07

=====

Molecular formula: C4H6N2
Method: DFT, wB97M-V/def2-TZVPD

Computed properties:
Calculated total energy (eV): -7220.255
Multiplicity: 3
HOMO energy (spin up / spin down) (eV): -6.716 / -9.703
Energy above the lowest of the compared OMol25 structures with the same formula, charge and spin (kcal/mol): 19.36
Net charge: 0
Orbital gap (spin up / spin down) (eV): 7.38 / 8.63
⟨S²⟩: 2.01

Cartesian coordinates (Å):
C: -0.80985 1.22282 0.19006
C: -1.38924 -0.07756 0.16587
C: 1.01842 -0.93687 0.31207
C: 1.33538 0.37386 -0.32061
N: 0.41710 1.46853 -0.01248
N: -2.40921 -0.62598 -0.22483
H: -1.43922 2.06763 0.45923
H: 1.27733 -1.07654 1.34776
H: 0.92443 -1.80936 -0.30142
H: 2.32584 0.75270 -0.02763
H: 1.31033 0.26464 -1.41154
H: -2.56129 -1.62385 -0.17646

So, what does the Mulliken scheme give us? The charges, in e, come out as:
1. C -0.03
2. C 0.25
3. C -0.86
4. C -0.19
5. N -0.56
6. N -0.50
7. H 0.39
8. H 0.31
9. H 0.39
10. H 0.28
11. H 0.25
12. H 0.27

=====

Molecular formula: C7H15NO4S
Method: DFT, wB97M-V/def2-TZVPD

Computed properties:
Calculated total energy (eV): -28017.030
HOMO energy (eV): -9.668
Energy above the lowest of the compared OMol25 structures with the same formula, charge and spin (kcal/mol): 0.00
SMILES string: COC[C@@H]1CCC[C@H]1OS(N)(=O)=O
Net charge: 0
Orbital gap (eV): 10.17

Cartesian coordinates (Å):
C: 1.01522 2.25667 -1.85573
H: 1.07988 3.26873 -1.43742
O: 1.90118 1.38508 -1.18525
C: 1.71183 1.31490 0.20472
C: 0.48516 0.49989 0.63761
H: -0.42388 0.99386 0.29111
C: 0.40982 0.30436 2.15468
H: -0.02747 1.16548 2.65621
C: -0.43086 -0.95875 2.31007
C: 0.08561 -1.86850 1.19497
H: -0.67622 -2.56761 0.85766
H: 0.95701 -2.43109 1.53232
C: 0.49399 -0.92513 0.05044
H: 1.48661 -1.17190 -0.34151
O: -0.33657 -1.06586 -1.10272
S: -1.85567 -0.57442 -1.08805
O: -1.93329 0.82637 -1.33768
O: -2.55410 -1.10952 0.02898
N: -2.37369 -1.34323 -2.44912
H: -1.89226 -1.00187 -3.26304
H: -2.30693 -2.34267 -2.36223
H: -0.32771 -1.41332 3.29415
H: -1.48152 -0.73346 2.13065
H: 1.41262 0.14110 2.55681
H: 2.61860 0.83562 0.58917
H: 1.64162 2.32652 0.63334
H: -0.02185 1.91373 -1.80656
H: 1.34286 2.27503 -2.89357

So, what does the Mulliken scheme give us? The charges, in e, come out as:
1. C -0.54
2. H 0.32
3. O -0.35
4. C -1.18
5. C 0.55
6. H 0.40
7. C -1.13
8. H 0.40
9. C -0.52
10. C -0.89
11. H 0.35
12. H 0.37
13. C -0.07
14. H 0.40
15. O -0.24
16. S 1.23
17. O -0.66
18. O -0.61
19. N -0.66
20. H 0.29
21. H 0.28
22. H 0.43
23. H 0.24
24. H 0.36
25. H 0.41
26. H 0.39
27. H 0.21
28. H 0.23

=====

Molecular formula: C37H38CrFN3O5PS
Method: DFT, wB97M-V/def2-TZVPD

Computed properties:
Calculated total energy (eV): -104944.962
Multiplicity: 4
HOMO energy (spin up / spin down) (eV): -12.226 / -12.252
Energy above the lowest of the compared OMol25 structures with the same formula, charge and spin (kcal/mol): 0.00
Net charge: +2
Orbital gap (spin up / spin down) (eV): 7.51 / 7.49
⟨S²⟩: 3.89

Cartesian coordinates (Å):
Cr: 0.48890 0.91636 3.00831
O: 0.70582 1.90782 4.92796
C: -0.32910 2.11614 4.32735
C: -1.30889 3.20737 4.39991
C: -1.84208 3.81649 5.52821
C: -2.73293 4.86012 5.33867
C: -3.04988 5.30136 4.05302
C: -2.48734 4.70883 2.93302
C: -1.61895 3.63844 3.10865
P: -0.72612 2.69784 1.83088
C: 0.37551 3.86099 0.99404
C: 0.72321 5.06797 1.59547
C: 1.66502 5.89561 0.99968
C: 2.26092 5.52258 -0.19435
C: 1.92222 4.31568 -0.79369
C: 0.98910 3.48296 -0.20082
C: -1.99544 2.19728 0.64156
C: -2.24130 2.91108 -0.52841
C: -3.28555 2.53701 -1.36401
C: -4.09478 1.46216 -1.02657
C: -3.86130 0.75389 0.14599
C: -2.81132 1.11599 0.97424
H: -1.57477 3.48275 6.52142
H: -3.18362 5.34373 6.19443
H: -3.74509 6.12117 3.93154
H: -2.73067 5.07064 1.94178
H: 0.26006 5.37150 2.52565
H: 1.92892 6.83254 1.47075
H: 2.99075 6.17146 -0.65899
H: 2.39049 4.02385 -1.72423
H: 0.73409 2.53958 -0.67063
H: -1.62007 3.75784 -0.79171
H: -3.47478 3.09720 -2.26976
H: -4.91632 1.18089 -1.67200
H: -4.49724 -0.07867 0.41572
H: -2.62862 0.55250 1.88243
C: 3.16023 -4.85765 -1.31668
C: 3.65048 -3.43113 -1.48146
N: 2.75930 -2.44358 -0.84300
C: 3.10959 -1.92476 0.34081
C: 2.34560 -1.06040 1.08206
C: 2.95464 -0.55516 2.37542
O: 3.87057 -1.19875 2.86002
O: 2.40898 0.48748 2.88249
C: 1.05572 -0.72993 0.61827
O: 0.20374 -0.03753 1.25339
C: 0.68146 -1.24580 -0.69250
C: -0.54088 -0.87448 -1.27007
C: -0.87706 -1.33928 -2.50490
F: -2.03041 -0.92531 -3.06847
C: -0.04558 -2.21228 -3.23261
C: 1.15856 -2.57311 -2.66687
C: 1.54038 -2.09257 -1.40376
N: -0.38972 -2.73194 -4.50730
C: 0.40595 -2.27152 -5.63292
C: 0.37123 -3.29603 -6.74861
N: -1.06570 -3.53001 -7.14419
C: -1.89664 -3.95180 -5.95598
C: -1.78417 -2.89678 -4.87236
H: 3.84507 -5.53684 -1.82348
H: 2.16335 -5.00993 -1.72841
H: 3.13318 -5.13365 -0.26310
H: 3.79083 -3.14579 -2.52477
H: 4.61738 -3.30941 -0.99787
H: 4.07019 -2.22272 0.74263
H: -1.20453 -0.19674 -0.74952
H: 1.79231 -3.26433 -3.20134
H: 1.44168 -2.12393 -5.33477
H: 0.04057 -1.30166 -6.01057
H: 0.74868 -4.26026 -6.41165
H: 0.91158 -2.97176 -7.63565
H: -1.12391 -4.22737 -7.88757
H: -1.45236 -2.66337 -7.52770
H: -1.49614 -4.90999 -5.62957
H: -2.92078 -4.07490 -6.30286
H: -2.35940 -3.24758 -4.01727
H: -2.24750 -1.96135 -5.21511
C: -0.02695 -1.62613 6.62231
S: 1.13458 -1.13966 5.36905
C: 1.86589 -2.71904 5.02317
O: 0.24574 -0.85544 4.15321
H: -0.70102 -2.37442 6.20676
H: -0.57584 -0.73696 6.92354
H: 0.52046 -2.02229 7.47631
H: 2.39501 -3.05111 5.91620
H: 2.58263 -2.55845 4.21986
H: 1.08419 -3.42355 4.74187

So, what does the Mulliken scheme give us? The charges, in e, come out as:
1. Cr -0.62
2. O -0.45
3. C 1.00
4. C 0.32
5. C -0.76
6. C -0.56
7. C -0.70
8. C -0.21
9. C -0.34
10. P 1.70
11. C 0.25
12. C -0.67
13. C -0.80
14. C -0.60
15. C -0.85
16. C -0.18
17. C 0.78
18. C -0.49
19. C -0.72
20. C -0.59
21. C -0.57
22. C -0.73
23. H 0.55
24. H 0.43
25. H 0.46
26. H 0.51
27. H 0.38
28. H 0.44
29. H 0.41
30. H 0.42
31. H 0.50
32. H 0.50
33. H 0.48
34. H 0.45
35. H 0.46
36. H 0.24
37. C -1.05
38. C -0.97
39. N 0.15
40. C -0.09
41. C -0.16
42. C 0.18
43. O -0.72
44. O -0.51
45. C 1.52
46. O -0.22
47. C 0.57
48. C 0.44
49. C 0.16
50. F -0.32
51. C -1.53
52. C -0.99
53. C 0.22
54. N 0.30
55. C -0.56
56. C -0.71
57. N -0.16
58. C -0.98
59. C -0.59
60. H 0.39
61. H 0.33
62. H 0.35
63. H 0.42
64. H 0.47
65. H 0.55
66. H 0.20
67. H 0.73
68. H 0.47
69. H 0.22
70. H 0.37
71. H 0.40
72. H 0.35
73. H 0.40
74. H 0.37
75. H 0.44
76. H 0.49
77. H 0.44
78. C -1.11
79. S 0.66
80. C -0.82
81. O -0.48
82. H 0.32
83. H 0.34
84. H 0.45
85. H 0.45
86. H 0.16
87. H 0.30